114
Properties=species:S:1:pos:R:3 method="wB97M-V/def2-TZVPD" spin_multiplicity=1 homo_ev=-9.1 total_energy_ha=-3447.203446 smiles="O=NOCC(=O)OCS(=O)(=O)C(F)(F)C(F)(F)F.COCCOCCOC.COCCOCCOC.COCCOCCOC.COCCOCCOC" lumo_ev=-0.14
O 1.2521 0.1450 1.0678
N 0.5218 0.3477 0.2037
O 1.0284 -0.2816 -1.0233
C -0.0462 -0.7687 -1.8050
C -0.8152 -1.8406 -1.0554
O -1.5581 -1.6466 -0.1473
O -0.5710 -3.0854 -1.5611
C -1.0042 -4.1536 -0.7569
S 0.1861 -4.4752 0.5485
O -0.4308 -5.3861 1.4610
O 0.7627 -3.2461 0.9927
C 1.5720 -5.3657 -0.3522
F 2.4721 -4.4433 -0.6819
F 1.0990 -5.9303 -1.4695
C 2.2865 -6.4538 0.4953
F 3.1577 -7.0872 -0.2984
F 2.9482 -5.8807 1.4967
F 1.4257 -7.3448 0.9711
H -0.7425 0.0230 -2.1015
H 0.4040 -1.1949 -2.7008
H -1.9657 -4.0035 -0.2617
H -1.0570 -5.0438 -1.3816
C 5.9155 -5.2461 -1.0039
O 6.3471 -5.1749 -2.3433
C 5.3328 -5.5851 -3.2406
C 5.6645 -5.1671 -4.6552
O 5.3612 -3.8100 -4.9369
C 6.2683 -2.8404 -4.4348
C 7.5473 -2.7269 -5.2331
O 8.4553 -3.7505 -4.8718
C 9.5164 -3.8653 -5.7900
H 5.6153 -6.2657 -0.7370
H 6.7456 -4.9442 -0.3684
H 5.0731 -4.5672 -0.8290
H 4.3708 -5.1403 -2.9519
H 5.2368 -6.6802 -3.2023
H 5.0275 -5.7451 -5.3280
H 6.7065 -5.3996 -4.8868
H 6.4926 -3.0144 -3.3800
H 5.7407 -1.8884 -4.5198
H 8.0069 -1.7482 -5.0338
H 7.3120 -2.7910 -6.3036
H 9.1504 -4.1344 -6.7880
H 10.1767 -4.6524 -5.4315
H 10.0853 -2.9305 -5.8627
C 7.7281 1.5502 4.1542
O 6.8935 0.4265 4.3007
C 7.0668 -0.2060 5.5550
C 5.9374 -1.1731 5.8301
O 4.7550 -0.5553 6.3106
C 3.9479 0.1049 5.3471
C 3.1235 -0.8313 4.4928
O 3.9080 -1.3765 3.4501
C 3.2658 -2.4706 2.8297
H 8.7866 1.2781 4.2475
H 7.5560 1.9594 3.1606
H 7.4946 2.3184 4.9010
H 7.1011 0.5449 6.3552
H 8.0178 -0.7583 5.5528
H 6.2608 -1.8328 6.6382
H 5.7365 -1.7853 4.9478
H 4.5447 0.7680 4.7165
H 3.2568 0.7170 5.9301
H 2.2813 -0.2728 4.0591
H 2.7204 -1.6349 5.1234
H 3.1181 -3.2916 3.5429
H 3.9134 -2.8146 2.0243
H 2.3013 -2.1803 2.4108
C -8.7925 2.7950 0.7699
O -8.0448 1.6689 0.3707
C -7.7634 1.6839 -1.0158
C -6.7014 0.6643 -1.3634
O -5.3777 1.0952 -1.0920
C -4.9602 1.0384 0.2646
C -4.6068 -0.3504 0.7419
O -5.7750 -1.0736 1.0923
C -5.5152 -2.4492 1.2331
H -9.7495 2.8476 0.2370
H -8.9873 2.6981 1.8359
H -8.2411 3.7255 0.5913
H -7.4208 2.6823 -1.3195
H -8.6800 1.4446 -1.5745
H -6.7361 0.5147 -2.4447
H -6.9148 -0.2911 -0.8782
H -5.6994 1.4982 0.9252
H -4.0489 1.6397 0.3020
H -3.9563 -0.2735 1.6240
H -4.0591 -0.8764 -0.0485
H -5.1682 -2.8850 0.2873
H -6.4461 -2.9325 1.5233
H -4.7601 -2.6377 2.0058
C -8.3228 9.7707 0.3704
O -7.6001 8.6673 -0.1222
C -7.3770 8.7565 -1.5171
C -6.3200 7.7680 -1.9548
O -4.9910 8.2036 -1.7189
C -4.5199 8.1161 -0.3833
C -4.1491 6.7141 0.0445
O -5.3045 5.9851 0.4129
C -5.0500 4.6039 0.5179
H -9.3001 9.8601 -0.1192
H -8.4758 9.6134 1.4362
H -7.7684 10.7053 0.2244
H -7.0546 9.7712 -1.7845
H -8.3144 8.5361 -2.0480
H -6.3951 7.6645 -3.0392
H -6.5044 6.7897 -1.5043
H -5.2340 8.5507 0.3201
H -3.6104 8.7197 -0.3646
H -3.4665 6.7702 0.9047
H -3.6304 6.2095 -0.7811
H -4.7360 4.1815 -0.4441
H -5.9779 4.1218 0.8213
H -4.2817 4.3941 1.2723